# 1
Density functional theory data (wB97M-V/def2-TZVPD) for 2 unconnected molecules or ions with the total composition C9H17F2NOS at a distorted geometry.

Structure (ORCA input):
```
! wB97M-V def2-TZVPD RIJCOSX def2/J DEFGRID3
* xyz 0 1
C -0.810 2.926 -2.207
C 0.352 2.488 -1.834
C 1.778 2.438 -1.691
C -2.329 0.401 -0.126
C -0.662 1.161 1.690
C 2.070 -3.284 0.774
C -0.446 -2.846 0.603
C -0.962 0.527 0.434
C 0.721 -3.244 1.548
N -0.135 -1.950 -0.417
O 1.566 0.049 0.181
F 0.476 -4.496 2.101
F 0.813 -2.417 2.550
S 0.267 -0.452 -0.277
H -1.703 2.214 -2.403
H -0.747 3.909 -2.625
H 2.329 2.577 -2.628
H 2.119 1.689 -0.941
H 1.917 3.493 -1.181
H -2.317 0.789 -1.131
H -2.896 1.008 0.569
H -2.529 -0.760 -0.079
H -0.013 0.482 2.225
H -0.172 2.127 1.771
H -1.607 1.134 2.338
H 2.695 -3.772 1.445
H 1.988 -3.830 -0.123
H 2.163 -2.254 0.581
H -1.235 -2.502 1.369
H -0.841 -3.813 0.138
H 0.071 -0.097 -1.665
*
```

Calculated values
- LUMO energy (alpha / beta) (eV) = -0.84 / 0.27
- energy relative to the best compared isomer or geometry (same formula, charge and spin) (kJ/mol) = 504.3

***

# 2
Density functional theory data (wB97M-V/def2-TZVPD) for a molecular structure, C70H85NO2 at a distorted geometry.

Structure (ORCA input):
```
! wB97M-V def2-TZVPD RIJCOSX def2/J DEFGRID3
* xyz 0 1
C -3.082 0.831 -0.956
C -1.802 0.003 -0.878
C -1.826 -1.133 0.157
C -2.567 -0.821 1.449
C -1.931 0.339 2.247
C -1.353 -0.142 3.577
C -0.855 1.029 4.449
C 0.582 1.359 4.061
C 1.346 2.268 5.004
C 2.755 2.536 4.430
C 3.157 3.998 4.550
C 4.468 4.272 3.829
C 4.255 4.377 2.314
C 3.165 5.398 1.908
C 1.878 4.713 1.449
C 0.873 5.687 0.788
C 0.520 5.349 -0.632
C 0.754 6.298 -1.628
C 0.492 6.022 -2.962
N 0.794 6.976 -3.935
C -0.028 4.788 -3.343
C -0.288 3.843 -2.361
C -0.021 4.114 -1.013
C -0.352 3.042 -0.033
O -0.857 3.251 1.039
C -0.061 1.668 -0.521
C 0.442 0.695 0.337
C 0.741 -0.574 -0.171
C 1.322 -1.664 0.709
C 0.939 -3.075 0.211
C 1.038 -1.491 2.203
C -0.455 -1.535 2.532
C 0.507 -0.820 -1.533
C -0.013 0.142 -2.388
C -0.297 1.402 -1.877
C -0.838 2.505 -2.700
O -1.675 2.334 -3.543
H -2.927 1.637 -1.669
H -3.347 1.267 0.000
H -3.899 0.221 -1.336
H -0.959 0.666 -0.686
H -1.632 -0.437 -1.860
H -0.800 -1.413 0.398
H -2.306 -2.000 -0.301
H -2.520 -1.703 2.089
H -3.619 -0.614 1.275
H -2.638 1.147 2.414
H -1.103 0.718 1.648
H -2.093 -0.757 4.091
H -0.512 -0.793 3.337
H -0.958 0.764 5.500
H -1.513 1.869 4.237
H 1.123 0.415 4.022
H 0.550 1.825 3.076
H 0.819 3.214 5.126
H 1.433 1.832 6.000
H 3.482 1.908 4.937
H 2.693 2.281 3.372
H 2.348 4.611 4.163
H 3.241 4.253 5.608
H 5.139 3.435 4.029
H 4.987 5.157 4.195
H 3.971 3.385 1.962
H 5.182 4.613 1.797
H 3.568 6.020 1.114
H 2.919 6.002 2.778
H 2.152 3.957 0.710
H 1.426 4.158 2.265
H 1.323 6.674 0.825
H -0.055 5.716 1.354
H 1.172 7.263 -1.382
H 1.018 7.880 -3.551
H 0.129 7.033 -4.689
H -0.222 4.558 -4.380
H 0.598 0.972 1.368
H 2.406 -1.579 0.596
H -0.030 -3.085 -0.276
H 1.728 -3.417 -0.453
H 0.958 -3.744 1.066
H 1.567 -2.295 2.711
H 1.508 -0.565 2.531
H -0.642 -1.919 3.529
H -0.982 -2.123 1.785
H -0.872 -0.531 2.513
H 0.744 -1.799 -1.926
H -0.211 -0.058 -3.430
C -2.315 -2.444 -7.290
C -1.048 -1.981 -6.964
C -0.907 -0.881 -6.128
C -2.029 -0.246 -5.611
C -3.295 -0.714 -5.938
C -3.438 -1.809 -6.778
H -2.426 -3.300 -7.944
H -0.171 -2.476 -7.362
H 0.084 -0.516 -5.880
H -1.919 0.608 -4.956
H -4.171 -0.222 -5.534
H -4.427 -2.170 -7.035
C 0.410 -8.960 2.095
C 0.287 -8.305 3.314
C -0.122 -6.979 3.352
C -0.418 -6.315 2.170
C -0.298 -6.968 0.953
C 0.121 -8.290 0.914
H 0.733 -9.993 2.067
H 0.513 -8.828 4.234
H -0.210 -6.464 4.300
H -0.745 -5.283 2.193
H -0.530 -6.445 0.034
H 0.219 -8.799 -0.036
C -2.015 -7.593 -4.751
C -1.866 -6.213 -4.726
C -0.940 -5.630 -3.872
C -0.157 -6.429 -3.049
C -0.304 -7.809 -3.077
C -1.235 -8.391 -3.925
H -2.739 -8.047 -5.415
H -2.474 -5.591 -5.370
H -0.829 -4.554 -3.849
H 0.568 -5.974 -2.385
H 0.308 -8.431 -2.436
H -1.353 -9.467 -3.943
C -0.767 9.664 -2.246
C -0.869 10.255 -0.994
C -0.837 11.637 -0.872
C -0.707 12.431 -2.003
C -0.605 11.842 -3.256
C -0.631 10.460 -3.376
H -0.777 8.586 -2.344
H -0.976 9.636 -0.112
H -0.913 12.095 0.105
H -0.685 13.509 -1.908
H -0.504 12.461 -4.138
H -0.547 10.003 -4.354
C -3.273 -4.237 6.147
C -3.211 -3.717 4.861
C -4.372 -3.308 4.221
C -5.596 -3.410 4.867
C -5.658 -3.929 6.153
C -4.497 -4.344 6.791
H -2.368 -4.558 6.646
H -2.259 -3.630 4.352
H -4.321 -2.907 3.217
H -6.501 -3.085 4.368
H -6.612 -4.009 6.659
H -4.547 -4.751 7.793
C 5.019 -5.370 -3.034
C 4.079 -4.373 -2.817
C 4.485 -3.119 -2.381
C 5.831 -2.860 -2.166
C 6.772 -3.857 -2.385
C 6.366 -5.112 -2.816
H 4.703 -6.348 -3.372
H 3.029 -4.573 -2.990
H 3.750 -2.342 -2.208
H 6.147 -1.881 -1.828
H 7.822 -3.655 -2.219
H 7.099 -5.891 -2.983
*
```

Calculated values
- LUMO energy (eV) = -0.58

***

# 3
Density functional theory data (wB97M-V/def2-TZVPD) for 2 unconnected molecules or ions with the total composition C9H14 at a distorted geometry.

Structure (ORCA input):
```
! wB97M-V def2-TZVPD RIJCOSX def2/J DEFGRID3
* xyz 0 1
C 1.755 -1.959 0.026
C 2.442 -1.557 -1.284
H 1.232 -2.907 -0.038
H 2.528 -2.024 0.814
H 1.198 -1.150 0.492
H 3.180 -0.798 -1.086
H 1.724 -1.146 -2.149
H 2.915 -2.450 -1.869
C -0.542 1.209 -1.782
C -0.913 1.134 -0.345
C 0.018 1.022 0.694
C -2.262 1.005 0.037
C -0.376 0.767 1.987
C -2.662 0.695 1.322
C -1.720 0.510 2.310
H -1.146 0.661 -2.481
H 0.477 0.889 -1.974
H 1.157 1.213 0.495
H -3.038 1.028 -0.651
H 0.337 0.802 2.801
H -3.735 0.558 1.430
H -2.018 0.207 3.315
H -0.548 2.292 -2.064
*
```

Calculated values
- LUMO energy (eV) = 1.04
- structure (SMILES) = Cc1ccccc1.CC
- energy relative to the best compared isomer or geometry (same formula, charge and spin) (kJ/mol) = 89.5

***

# 4
Density functional theory data (wB97M-V/def2-TZVPD) for 2 unconnected molecules or ions with the total composition C4H8O3.

Structure (ORCA input):
```
! wB97M-V def2-TZVPD RIJCOSX def2/J DEFGRID3
* xyz 0 1
C 2.503 0.229 0.487
O 1.220 0.831 0.465
C -0.316 -1.235 -0.141
O 0.581 -1.961 0.080
C -1.419 -0.533 -0.355
C -1.556 0.887 -0.821
O -2.587 -1.261 -0.099
H 2.449 -0.810 0.842
H 3.197 0.813 1.105
H 2.864 0.244 -0.547
H 0.790 0.660 1.315
H -0.609 1.428 -0.732
H -2.325 1.382 -0.207
H -1.880 0.911 -1.873
H -2.919 -1.583 -0.948
*
```

Calculated values
- LUMO energy (eV) = 0.72
- structure (SMILES) = CC(O)=C=O.CO
- energy relative to the best compared isomer or geometry (same formula, charge and spin) (kJ/mol) = 285.6

***

# 5
Density functional theory data (wB97M-V/def2-TZVPD) for C3H8N2S in the gas phase at a distorted geometry.

Structure (ORCA input):
```
! wB97M-V def2-TZVPD RIJCOSX def2/J DEFGRID3
* xyz 0 1
C 0.220 -1.498 1.516
C 0.514 -0.302 0.702
C -0.655 0.630 0.539
H 0.045 -1.231 2.591
H 0.976 -2.266 1.511
H -0.717 -1.970 1.231
H -1.252 0.565 1.432
H -0.308 1.640 0.460
H -0.586 -0.619 -1.549
H 2.479 1.045 -1.362
H 0.859 1.256 -1.238
N 1.600 -0.100 0.079
N 1.713 1.077 -0.718
S -1.573 0.110 -0.947
*
```

Calculated values
- LUMO energy (eV) = 0.85
- structure (SMILES) = C/C(CS)=N/N
- energy relative to the best compared isomer or geometry (same formula, charge and spin) (kJ/mol) = 171.4

***

# 6
Density functional theory data (wB97M-V/def2-TZVPD) for a molecular structure, C3H2ErO2 at a distorted geometry.

Structure (ORCA input):
```
! wB97M-V def2-TZVPD RIJCOSX def2/J DEFGRID3
* xyz 2 5
O 0.625 -1.068 0.364
O 0.027 0.878 1.265
C 0.916 -1.093 1.699
C 0.593 0.092 2.234
C -0.026 0.131 0.093
H 0.507 0.418 3.266
Er -0.956 0.891 -2.108
H 1.853 -1.574 2.037
*
```

Calculated values
- LUMO energy (alpha / beta) (eV) = -10.69 / -10.58
- energy relative to the best compared isomer or geometry (same formula, charge and spin) (kJ/mol) = 29.3

***

# 7
Density functional theory data (wB97M-V/def2-TZVPD) for a molecular structure, C29H29N4O5PW at a distorted geometry.

Structure (ORCA input):
```
! wB97M-V def2-TZVPD RIJCOSX def2/J DEFGRID3
* xyz 2 1
W 8.281 -13.143 -4.036
O 10.086 -12.477 -0.537
C 8.883 -13.005 0.161
C 7.966 -13.729 -0.819
N 7.403 -12.973 -1.921
C 5.978 -13.501 -2.203
C 6.040 -14.790 -2.971
O 5.053 -15.471 -3.063
O 7.255 -15.091 -3.392
C 7.431 -11.484 -1.813
C 7.086 -10.737 -3.111
O 6.719 -9.592 -3.219
O 7.053 -11.636 -4.101
H 10.244 -11.587 -0.119
H 8.288 -12.202 0.677
H 9.341 -13.636 0.899
H 7.153 -14.142 -0.263
H 8.469 -14.574 -1.248
H 5.424 -12.763 -2.858
H 5.435 -13.689 -1.257
H 8.450 -11.150 -1.454
H 6.688 -11.034 -1.140
C 6.898 -16.391 -8.626
C 5.862 -15.799 -7.701
C 4.546 -16.295 -7.828
C 3.515 -15.760 -7.075
C 3.740 -14.742 -6.200
C 5.020 -14.166 -6.085
C 6.107 -14.816 -6.716
P 7.788 -14.201 -6.289
C 9.098 -15.363 -6.791
C 9.104 -16.532 -6.031
C 10.192 -17.358 -5.936
C 11.266 -17.105 -6.778
C 11.175 -16.096 -7.717
C 10.194 -15.124 -7.716
C 10.474 -13.934 -8.634
C 7.777 -12.525 -7.034
C 6.858 -12.147 -8.050
C 6.968 -10.917 -8.643
C 8.141 -10.202 -8.430
C 9.048 -10.571 -7.480
C 8.775 -11.669 -6.607
C 9.563 -11.828 -5.373
H 6.311 -17.054 -9.229
H 7.709 -16.927 -8.084
H 7.300 -15.609 -9.331
H 4.375 -17.204 -8.472
H 2.488 -16.066 -7.206
H 2.898 -14.249 -5.721
H 5.130 -13.329 -5.408
H 8.233 -16.704 -5.327
H 10.249 -18.152 -5.153
H 12.193 -17.679 -6.725
H 11.955 -16.054 -8.517
H 11.316 -14.248 -9.249
H 10.892 -13.059 -8.056
H 9.563 -13.578 -9.121
H 5.963 -12.698 -8.208
H 6.259 -10.369 -9.250
H 8.442 -9.375 -9.137
H 9.846 -9.892 -7.220
H 9.721 -10.908 -4.859
H 10.522 -12.361 -5.469
N 14.030 -12.359 -2.953
C 13.159 -13.133 -2.944
N 12.246 -14.058 -2.744
C 11.040 -13.958 -3.089
N 9.945 -13.955 -3.523
*
```

Calculated values
- LUMO energy (alpha / beta) (eV) = -9.36 / -9.36

***

# 8
Density functional theory data (wB97M-V/def2-TZVPD) for 2 unconnected molecules or ions with the total composition C6H14NO at a distorted geometry.

Structure (ORCA input):
```
! wB97M-V def2-TZVPD RIJCOSX def2/J DEFGRID3
* xyz 1 1
C -1.480 0.067 -1.811
C -0.454 -0.816 -1.839
O 0.794 -0.456 -2.304
C -0.516 -2.205 -1.323
H -2.444 -0.280 -1.485
H -1.410 1.135 -2.109
H 1.298 -1.271 -2.504
H -1.589 -2.543 -1.108
H -0.095 -2.931 -1.981
H -0.010 -2.295 -0.338
C 1.832 1.632 0.816
C 1.055 0.518 1.493
C -1.242 0.719 2.177
N -0.354 0.658 1.263
H 2.190 1.361 -0.166
H 1.192 2.482 0.631
H 2.701 1.968 1.349
H 1.305 -0.504 1.097
H 1.153 0.434 2.590
H -2.290 0.878 2.033
H -0.889 0.605 3.214
H -0.746 0.846 0.304
*
```

Calculated values
- LUMO energy (eV) = -4.79
- energy relative to the best compared isomer or geometry (same formula, charge and spin) (kJ/mol) = 154.1